A molecular structure, C19H26ClHfN3O at a distorted geometry, computed with ωB97M-V/def2-TZVPD.

Structure (XYZ):
```
51
Properties=species:S:1:pos:R:3:forces:R:3
C -0.26646 -0.13197 -4.51077 0.0047 0.3756 -1.9523
C 1.12097 0.43163 -4.82502 0.3919 0.2280 -0.6959
C -0.51435 -1.50676 -5.15412 -0.0123 -0.1310 -0.5344
C -1.39505 0.85910 -4.81188 -0.2699 0.3545 -0.6885
Cl -0.29206 -0.36154 -2.75408 -0.0691 -0.5101 2.2701
H -0.49459 -1.43909 -6.26999 0.0430 0.2148 0.8490
H -1.51274 -1.89834 -4.88653 0.5182 0.1473 0.0153
H 0.27043 -2.23044 -4.86983 -0.4095 0.3194 -0.0134
H 1.24564 0.61722 -5.91848 -0.3000 -0.2104 0.7079
H 1.91392 -0.28191 -4.53586 -0.3852 0.3533 -0.0262
H 1.28502 1.40333 -4.32318 -0.0907 -0.5309 -0.1215
H -1.44406 1.08252 -5.90192 0.2109 -0.2760 0.6276
H -1.23987 1.82961 -4.30615 -0.0603 -0.5330 -0.0954
H -2.38396 0.44529 -4.54349 0.4990 0.1739 0.0389
C 1.17975 -1.89893 2.27356 0.3697 -0.6735 -0.9391
C 0.33704 -2.78685 1.53949 1.1747 -0.0882 -0.3786
C 0.66733 -2.69287 0.14546 1.3398 0.0366 0.3292
H -0.31957 -3.53222 1.98515 -0.0834 0.4776 -0.1858
C 1.75951 -1.73458 0.02411 0.6158 -1.1036 0.7170
C 2.06603 -1.25553 1.35264 0.0113 -0.9275 -0.9134
H 2.94646 -0.65094 1.60838 -0.7143 -0.0666 -0.1560
H 1.27986 -1.87887 3.35968 -0.3357 0.2973 -0.3644
H 0.33633 -3.36463 -0.66081 -0.0446 0.6269 0.5080
H 2.40783 -1.60204 -0.86724 -0.8743 0.2190 0.6668
C -2.36277 0.19135 1.35075 -1.7079 -0.7959 -0.3431
C -1.98546 -1.18286 1.68043 -2.3053 0.5325 -0.6653
C -2.21278 -1.95545 0.47176 -1.2016 0.4543 0.6075
H -1.74988 -1.54141 2.66936 -0.1955 -0.2184 -0.1543
C -2.75417 -1.10515 -0.52926 0.3510 -0.5110 0.7826
C -2.86600 0.20551 0.00451 0.7663 0.4194 1.4598
H -3.34576 1.07537 -0.46514 0.5841 -0.4797 0.0786
H -2.45938 0.99870 2.08029 0.1681 -0.2389 -0.4808
H -2.15046 -3.03524 0.41318 0.1596 0.2277 -0.1498
H -3.16953 -1.43450 -1.48562 0.6063 0.1774 0.2652
Hf -0.20489 -0.52849 0.63109 0.1928 -0.7329 -1.0840
C 2.36311 3.27497 1.44585 0.3765 0.4191 -0.0895
N 1.54082 2.49825 2.39292 0.8783 1.0485 0.6038
C 1.61169 2.74206 3.74263 -1.0205 -0.9556 -0.3261
C 0.84953 1.98275 4.58231 0.9803 1.1982 0.7046
C 0.07052 0.94853 4.04864 -1.2995 -2.0624 -0.3822
N 0.02967 0.69636 2.70625 1.1975 1.6533 0.6929
C 0.76897 1.53278 1.95113 -0.8268 -1.5291 -2.4969
O 0.75473 1.27037 0.65559 0.3521 1.8552 1.8057
N -0.63997 0.11678 4.84244 0.9545 1.1953 -0.5705
H 3.12441 2.63773 0.96563 -0.4835 0.2203 0.2048
H 2.86034 4.03227 2.05912 -0.0093 -0.0817 -0.3680
H 1.73395 3.77024 0.69215 0.2097 -0.3288 0.3043
H 2.27081 3.54534 4.00245 0.1070 0.1831 0.4648
H 0.86819 2.16051 5.66465 0.0025 -0.0780 -0.5755
H -0.66308 0.25317 5.83585 -0.0405 0.0081 0.1981
H -1.23605 -0.57114 4.44195 -0.3256 -0.3533 -0.1518
```
Forces are in eV/Å.

Summary:
total energy	-40459.3611	eV
M	526.38	g/mol
max |F|	3.0	eV/A
total charge	+2
highest occupied orbital energy	-0.554	hartree

---

A molecular structure, C32H37I2N6O5S4Ti, computed with ωB97M-V/def2-TZVPD.

Structure (XYZ):
```
87
Properties=species:S:1:pos:R:3:forces:R:3
Ti -0.38002 -0.37614 0.27891 0.1881 -0.1870 -0.1872
I -5.80019 -3.28075 4.67843 0.0049 0.0065 -0.0064
C -4.61982 -2.40471 3.20171 -0.0026 0.0007 0.0067
C -4.97905 -1.17632 2.66902 0.0079 -0.0168 0.0037
C -4.18145 -0.58803 1.69722 -0.0155 0.0387 0.0458
I -4.67518 1.27597 0.92616 0.0102 -0.0199 0.0065
C -3.02392 -1.22105 1.24961 -0.0366 -0.0247 -0.0328
O -2.22083 -0.65416 0.33851 0.1229 0.0568 -0.0365
C -2.67712 -2.46313 1.79038 0.0250 -0.0498 -0.0311
C -1.42667 -3.12460 1.29194 -0.0244 0.0172 0.0123
N -0.23125 -2.26501 1.50733 -0.0773 -0.0426 0.0312
C 0.02508 -1.98580 2.93093 0.0023 0.0340 0.0093
C -0.62150 -0.68609 3.33084 -0.0230 -0.0196 0.0067
C -1.05192 -0.43804 4.62246 -0.0023 -0.0019 -0.0029
C -1.63088 0.78562 4.91250 -0.0018 0.0101 -0.0077
C -1.77001 1.72535 3.90223 0.0040 -0.0061 0.0118
C -1.31969 1.40679 2.63779 0.0164 0.0165 0.0095
N -0.74684 0.22872 2.36272 0.1006 -0.0548 -0.1229
C -3.47168 -3.04811 2.76299 -0.0053 0.0127 0.0025
H -5.87260 -0.67103 3.00772 -0.0008 -0.0013 0.0032
H -1.28540 -4.08194 1.80040 0.0028 0.0024 0.0016
H -1.48401 -3.30886 0.21884 -0.0006 0.0050 0.0020
H 0.55558 -2.76365 1.09402 0.0085 0.0124 0.0033
H -0.33480 -2.79819 3.56690 -0.0032 0.0040 0.0019
H 1.10275 -1.89336 3.07739 -0.0044 -0.0034 -0.0022
H -0.95004 -1.20329 5.38000 -0.0007 -0.0003 -0.0008
H -1.98391 0.99776 5.91284 -0.0020 0.0000 0.0008
H -2.23575 2.68406 4.07840 -0.0007 0.0022 -0.0010
H -1.43494 2.09537 1.81001 -0.0041 -0.0055 0.0026
H -3.19345 -4.00967 3.17635 0.0008 -0.0008 -0.0009
N 1.31334 -0.34213 -3.05980 0.0198 0.0114 0.0143
C 1.76038 -1.68240 -2.72975 0.0295 0.0193 -0.0154
C 1.85860 -2.68672 -3.91464 -0.0508 -0.0450 0.0095
C 3.28842 -3.09670 -4.28598 0.0182 0.0624 0.0267
C 3.82591 -4.24860 -3.44231 0.0082 -0.0432 -0.0454
N 3.75826 -3.97909 -2.01151 -0.0189 -0.0116 0.0276
C 4.70184 -3.44705 -1.26141 0.0010 0.0428 0.0107
N 4.38547 -3.05038 -0.01963 0.0191 0.0041 0.0055
N 5.96219 -3.31341 -1.68721 0.0051 -0.0301 -0.0017
C 0.93818 -2.25397 -1.58147 -0.1425 0.0242 0.0634
O 1.28034 -3.30790 -1.03552 0.0339 -0.0128 0.0105
O -0.11157 -1.59801 -1.21851 0.0653 0.1455 0.0246
H 0.34791 -0.34206 -3.36858 -0.0032 0.0005 0.0092
H 1.88416 0.05351 -3.79707 -0.0041 -0.0047 -0.0023
H 2.76058 -1.56890 -2.29932 0.0059 -0.0072 -0.0083
H 1.39292 -2.20714 -4.77580 -0.0080 0.0001 0.0001
H 1.26996 -3.58615 -3.70896 -0.0081 0.0109 -0.0137
H 3.95445 -2.23134 -4.20121 0.0019 -0.0080 -0.0207
H 3.32345 -3.42148 -5.32732 -0.0091 0.0140 -0.0114
H 4.84318 -4.50807 -3.73648 -0.0004 -0.0092 0.0179
H 3.22329 -5.14112 -3.61609 0.0208 -0.0023 -0.0035
H 2.80734 -3.92223 -1.61631 -0.0201 -0.0143 0.0196
H 3.41930 -2.80762 0.17416 -0.0172 -0.0063 -0.0043
H 5.06205 -2.52425 0.50782 0.0065 0.0080 0.0063
H 6.26391 -3.71578 -2.55539 -0.0022 0.0106 -0.0007
H 6.66217 -2.90617 -1.09315 0.0039 0.0021 -0.0010
O 5.84175 1.96623 -2.06385 0.0222 -0.0106 -0.0061
C 4.89376 1.79740 -1.35502 -0.0255 0.0046 -0.0012
S 3.86374 3.06781 -0.69444 0.0007 0.0040 0.0067
C 2.76170 2.01867 0.18158 0.0034 -0.0980 -0.0078
C 2.96036 0.69215 0.11862 0.0297 -0.0112 -0.0416
S 2.05077 -0.59626 0.87934 0.0458 0.1046 0.0862
S 4.34210 0.18055 -0.83340 0.0052 0.0094 0.0350
S 1.42359 2.81630 0.97926 0.0288 0.0529 -0.0595
C -4.80506 5.53459 -0.24127 0.0030 -0.0013 0.0005
C -3.47345 4.84652 -0.34331 0.0353 -0.0005 -0.0125
C -3.30403 3.71785 -1.12832 0.0110 0.0151 -0.0247
C -2.10328 3.02003 -1.17507 -0.0031 0.0487 -0.0857
C -2.04060 1.86182 -2.14454 -0.0365 -0.0051 0.0027
C -1.01358 3.46445 -0.40172 0.0062 0.0593 0.0195
C 0.23719 2.59190 -0.41528 0.1731 0.0016 -0.0108
O -0.11784 1.23705 -0.38382 -0.3629 -0.1136 0.2310
C -1.11425 4.70077 0.26307 -0.0517 0.0081 0.0456
C 0.03426 5.48072 0.86964 -0.0197 -0.0253 0.0073
C -2.35315 5.33552 0.30951 -0.0133 0.0128 -0.0298
H -5.37614 5.42875 -1.16323 -0.0003 0.0001 0.0002
H -4.68851 6.59629 -0.02760 -0.0006 0.0008 0.0008
H -5.39931 5.10017 0.56616 -0.0071 0.0048 0.0036
H -4.12818 3.36664 -1.74099 0.0010 -0.0003 0.0063
H -2.74326 2.04899 -2.95612 -0.0016 -0.0014 -0.0052
H -2.32753 0.92012 -1.67218 -0.0063 0.0332 -0.0102
H -1.04880 1.73591 -2.57788 -0.0045 -0.0110 0.0035
H 0.82798 2.76423 -1.32130 -0.0529 -0.0506 -0.0301
H 0.22322 5.21942 1.91227 0.0111 -0.0253 -0.0054
H -0.21980 6.53898 0.83749 -0.0093 0.0080 0.0451
H 0.96490 5.34694 0.32610 -0.0228 0.0391 -0.0115
H -2.42510 6.27691 0.84314 -0.0020 0.0013 0.0018
```
Forces are in eV/Å.

Summary:
total energy	-135622.5160	eV
energy above the lowest of the compared OMol25 structures with the same formula, charge and spin	0.000	eV
M	1015.63	g/mol
max |F|	0.4	eV/A
total charge	+1
highest occupied orbital energy	-0.380	hartree

---

A molecular structure, C35H37BrP2Pt at a distorted geometry, computed with ωB97M-V/def2-TZVPD.

Structure (XYZ):
```
76
Properties=species:S:1:pos:R:3:forces:R:3
Pt 1.85351 -0.59306 2.15554 -0.7513 -0.0145 2.0031
C -1.47372 -0.34026 5.87920 -0.2737 -1.0833 -0.7786
C -2.26906 -0.46279 4.80977 1.9564 0.1305 -1.0073
C -2.95878 0.64717 4.07555 -0.6631 0.1950 -0.2913
C -2.23993 1.49763 2.99610 0.4765 1.5296 -0.2675
C -0.86944 2.07036 3.27066 2.2073 -0.5659 0.6981
C -0.35971 2.20907 4.53368 0.8350 0.8933 -2.7457
C -1.14273 2.23788 5.76758 -0.6398 -0.9214 1.2249
C -1.22697 0.91544 6.63598 -0.0506 0.8411 0.0321
C 1.94909 0.23527 4.15159 1.7635 -0.2683 -0.4598
H -0.87579 -1.24508 6.15001 -0.6263 0.8864 -0.0523
H -2.11350 -1.33455 4.16424 -0.4012 -0.2139 0.8888
H -3.38631 1.33556 4.79679 -0.4156 -0.1088 -0.0620
H -3.75700 0.17598 3.50303 -0.4712 0.1069 0.2431
H -2.35362 1.11783 1.96277 0.4081 -0.1737 0.6537
H -2.71489 2.48022 2.91881 -1.1959 -0.1403 0.0042
H -0.24747 2.40727 2.36006 -0.8509 -0.8628 1.5077
H 0.70064 2.53204 4.68831 -1.0332 -0.0476 -0.6152
H -2.17897 2.51226 5.50629 0.6288 0.3415 0.5396
H -0.64293 2.99636 6.39590 -0.7391 -0.1205 -0.0440
H -0.27558 0.73385 7.16159 -0.4586 0.4985 0.2472
H -2.06764 1.13813 7.32808 0.7451 -0.4176 0.1360
H 2.46111 -0.53708 4.71745 0.5029 0.5233 -0.1026
H 1.13760 0.56475 4.78812 -0.2834 -0.0332 -1.0011
H 2.64992 0.96983 3.78222 0.0664 0.8784 0.4494
P -0.09657 -1.77664 -2.07554 0.0266 -1.8406 0.4590
P 1.58221 0.45771 -2.33191 1.6550 0.8301 -0.2343
C -0.96329 -0.29311 -2.65884 0.5840 1.0878 -0.1941
C -0.13025 0.76757 -2.82093 -0.7119 -1.0602 0.0728
C -0.56255 -3.08483 -3.30699 -0.6796 0.7489 0.1547
C -1.67196 -2.82478 -4.12231 0.0001 -0.6949 -0.0283
C -2.13337 -3.80985 -4.99254 0.0300 0.0917 -0.2888
C -1.44458 -5.02122 -5.10415 -0.2314 0.1568 -0.1234
C -0.30550 -5.24759 -4.33518 0.0403 0.0512 -0.0730
C 0.13932 -4.29444 -3.42907 -0.4117 0.7170 0.1764
C -1.08311 -2.19903 -0.58543 -0.4629 -0.6818 0.0201
C -0.90567 -1.45133 0.58110 -0.6079 -0.0575 -0.2803
C -1.79174 -1.60942 1.63340 0.1571 0.0581 0.9735
C -2.69498 -2.67961 1.71042 0.2707 0.7285 -0.8462
C -2.86184 -3.45922 0.55621 0.2450 0.1965 0.7655
C -2.05915 -3.21507 -0.55560 -0.1576 0.0870 -0.3957
C 2.37554 0.93211 -3.96004 -0.1061 0.0486 0.4509
C 2.22428 0.07701 -5.07607 0.1589 0.6721 0.4475
C 2.76494 0.47154 -6.29798 -0.0733 -0.0338 0.1202
C 3.44388 1.68922 -6.43536 -0.2394 -0.0304 0.3490
C 3.59305 2.51258 -5.31589 -0.0254 -0.0237 0.0850
C 3.09362 2.12687 -4.06328 -0.1056 -0.2037 -0.5486
C 1.90845 1.92133 -1.25647 -0.6609 0.7785 -0.2055
C 3.12074 2.03470 -0.57213 -0.1155 -0.2123 -0.0009
C 3.41131 3.12738 0.23513 -0.2982 0.0948 -0.0052
C 2.46595 4.14203 0.37660 0.0061 0.3351 -0.0719
C 1.25817 4.08170 -0.32377 -0.0539 -0.0898 0.1112
C 0.96739 2.95821 -1.09993 0.3743 0.1902 0.0826
H -2.03953 -0.26061 -2.85145 0.3098 0.1393 -0.0174
H -0.37638 1.74117 -3.25009 -0.3776 -0.3137 0.1221
H -2.20298 -1.87616 -4.04603 0.1189 -0.3871 -0.0934
H -3.01932 -3.60382 -5.60449 0.3649 -0.2136 0.2151
H -1.79606 -5.78109 -5.80838 0.1596 0.2571 0.2796
H 0.26001 -6.16107 -4.45840 -0.0705 -0.1011 0.0305
H 1.00820 -4.45741 -2.79720 -0.0603 -0.0959 -0.1439
H -0.11866 -0.70794 0.73519 -0.2415 0.1643 -0.6241
H -1.71921 -0.83502 2.41208 0.0839 -1.0058 -0.2339
H -3.24907 -2.86029 2.62801 -0.1296 0.1019 -0.2688
H -3.64192 -4.22271 0.55159 0.4177 0.0265 -0.1445
H -2.21068 -3.82843 -1.44414 0.0139 0.2042 0.1356
H 1.67219 -0.86664 -4.97985 0.2238 0.3990 -0.0786
H 2.61689 -0.18059 -7.15030 0.1248 0.0738 -0.0742
H 3.82787 2.00348 -7.41091 -0.1448 -0.1392 0.4034
H 4.06181 3.48872 -5.42109 0.0882 -0.2185 0.0180
H 3.22332 2.74343 -3.16357 -0.0305 -0.1158 -0.6545
H 3.84384 1.23780 -0.66241 0.1781 -0.1144 -0.0872
H 4.37644 3.18447 0.73517 -0.2528 0.0029 -0.0107
H 2.67260 5.00149 1.01790 -0.0008 -0.2369 -0.2322
H 0.54149 4.91933 -0.28835 0.4037 -0.5695 0.1543
H 0.00378 2.92325 -1.59739 0.1721 -0.0294 0.0120
Br 1.02319 -2.19924 3.98133 -0.6943 -1.6250 -0.8797
```
Forces are in eV/Å.

Summary:
total energy	-128754.1675	eV
energy above the lowest of the compared OMol25 structures with the same formula, charge and spin	3.424	eV
M	794.61	g/mol
multiplicity	3
max |F|	3.0	eV/A
total charge	0
highest occupied orbital energy (spin up / spin down)	-0.261 / -0.261	hartree